Entry 1:
ORCA calculation (the ωB97M-V functional and the def2-TZVPD basis) on a structure of composition C33H36BIrN9OSi at a distorted geometry.

```
82
Properties=species:S:1:pos:R:3:forces:R:3
Ir -0.033070 0.428348 -0.557818 0.046 2.404 3.263
C 3.565207 -0.013779 -0.350253 -0.173 -0.061 0.190
C 2.853007 0.801177 0.678257 0.190 0.006 0.099
C 3.295801 1.334044 1.889913 -0.045 -0.009 0.010
C 2.214652 2.028655 2.413469 0.286 -0.129 0.155
N 1.179243 1.905837 1.575155 -0.123 -0.113 -0.027
N 1.582620 1.178122 0.512240 0.248 -0.395 -0.479
B -0.165919 2.691555 1.548078 0.063 0.254 0.502
N -1.449467 1.790646 1.572064 0.268 -0.129 -0.072
C -2.576563 1.940221 2.279129 -0.293 -0.186 -0.015
C -3.579606 1.187560 1.686882 0.052 -0.001 -0.018
C -2.999246 0.601634 0.561380 -0.381 -0.112 -0.025
C -3.615544 -0.230484 -0.515435 0.202 -0.020 0.099
N -1.721550 0.975144 0.524666 0.512 -0.740 -0.859
N -0.202445 3.355076 0.138181 -0.056 -0.121 -0.002
C -0.244387 4.612928 -0.321508 -0.018 0.079 -0.266
C -0.172177 4.595668 -1.702538 -0.038 0.029 0.002
C -0.094903 3.249269 -2.055835 0.034 0.111 -0.100
C 0.013565 2.610954 -3.402735 -0.080 -0.049 0.241
N -0.121022 2.523606 -0.936688 -0.021 -0.872 -0.987
N -0.175066 3.566945 2.762986 -0.257 0.336 -0.175
C 0.075829 4.889200 2.988305 0.117 -0.116 -0.256
C 0.058824 5.092437 4.333452 -0.112 0.118 0.383
C -0.221117 3.823146 4.899985 -0.032 0.135 0.010
C -0.357027 3.480588 6.351858 0.162 -0.078 -0.202
N -0.357006 2.913426 3.952400 0.049 -0.044 -0.018
H 4.640797 0.123160 -0.265596 -0.013 0.014 -0.021
H 3.248007 0.281314 -1.352484 0.076 -0.029 0.014
H 3.344644 -1.079356 -0.228896 0.036 0.061 -0.047
H 4.277446 1.232004 2.327738 -0.097 0.075 -0.096
H 2.141368 2.606498 3.325184 -0.103 -0.069 -0.170
H -2.613580 2.568194 3.154302 0.150 -0.029 -0.071
H -4.601635 1.080682 2.016290 0.092 0.081 -0.059
H -4.675686 -0.369725 -0.319876 0.009 -0.042 -0.001
H -3.138416 -1.213360 -0.592728 -0.061 0.042 -0.015
H -3.510189 0.271594 -1.479689 -0.015 -0.053 0.007
H -0.341602 5.455827 0.339995 0.010 -0.089 -0.006
H -0.179554 5.442196 -2.371533 -0.008 -0.077 0.095
H 0.108781 3.371701 -4.173030 0.021 -0.035 -0.014
H -0.872885 2.009242 -3.618832 0.017 0.042 -0.018
H 0.890868 1.959868 -3.441072 0.008 0.042 -0.061
H 0.265855 5.592791 2.193765 0.014 -0.088 0.110
H 0.182829 6.026742 4.861399 0.050 -0.109 -0.101
H -0.573598 4.371392 6.934799 -0.082 0.010 0.026
H 0.575487 3.059882 6.729423 0.023 0.005 0.019
H -1.136964 2.737880 6.508137 -0.038 0.047 -0.004
O 0.274276 -0.794176 1.306522 -0.064 -0.334 -0.819
N -0.035539 -2.041422 1.696913 -0.298 -0.291 -0.248
C -1.323238 -2.383724 1.903183 0.043 0.281 -0.028
C -1.649135 -3.642884 2.351249 -0.079 -0.055 0.055
C -0.642487 -4.564627 2.603909 0.121 0.095 0.007
C 0.676508 -4.192135 2.373755 -0.100 -0.096 0.037
C 0.955560 -2.928428 1.907332 0.114 0.342 0.006
H -2.045224 -1.598995 1.720570 0.066 -0.021 -0.009
H -2.690776 -3.888492 2.513265 0.067 0.039 0.007
H -0.876724 -5.546928 2.993816 -0.001 0.026 -0.077
H 1.496497 -4.872243 2.557247 -0.017 0.013 0.005
H 1.953451 -2.559055 1.721442 -0.028 0.039 -0.042
C -2.786246 -3.119212 -5.188394 0.151 0.050 0.251
C -1.955519 -2.011075 -5.396448 -0.258 -0.580 -0.256
C -1.128717 -1.572658 -4.386917 -0.152 -0.154 0.890
C -1.153665 -2.214081 -3.125810 -0.665 0.980 -0.047
C -1.994912 -3.334586 -2.926926 0.235 0.936 0.095
C -2.817127 -3.767368 -3.948116 0.182 0.025 -0.644
Si -0.132802 -1.666022 -1.646130 -0.156 -3.195 -1.273
C 1.534603 -2.392849 -2.149002 0.263 1.112 0.591
C 2.020243 -3.459089 -1.369238 0.274 0.511 -0.079
C 3.282475 -3.976321 -1.623884 -0.077 -0.129 -0.269
C 4.051839 -3.456094 -2.665168 -0.066 -0.019 0.083
C 3.566187 -2.415390 -3.455445 -0.037 -0.208 -0.062
C 2.307240 -1.892325 -3.213318 0.011 -0.147 0.439
H -3.390146 -3.497561 -6.003474 -0.096 0.117 0.064
H -1.950054 -1.505175 -6.354502 -0.004 -0.111 0.005
H -0.476998 -0.723698 -4.570855 -0.058 -0.002 0.092
H -2.011822 -3.850141 -1.972432 -0.031 0.100 -0.001
H -3.467560 -4.616754 -3.782284 0.032 -0.009 -0.122
H -0.561931 -2.688118 -0.648476 -0.136 0.436 0.338
H 1.417965 -3.878435 -0.568904 0.058 0.088 -0.089
H 3.651885 -4.799549 -1.022045 0.036 0.031 -0.124
H 5.024003 -3.884449 -2.880247 -0.025 0.088 0.075
H 4.163834 -2.023558 -4.269016 0.004 -0.072 0.012
H 1.929439 -1.102834 -3.855050 0.006 0.020 0.094
```
Positions in Å, forces in eV/Å.

Its multiplicity is 2. Its charge is +2. The highest occupied orbital energy (spin up / spin down) comes out at -13.70 / -13.70 eV. The energy above the lowest of the compared OMol25 structures with the same formula, charge and spin is 162.3 kJ/mol. Its total energy is -61641.29362 eV.


Entry 2:
ORCA calculation (the ωB97M-V functional and the def2-TZVPD basis) on a structure of composition C18H37CaCl9KN7O7P at a distorted geometry.

```
81
Properties=species:S:1:pos:R:3:forces:R:3
C 2.880960 -2.436232 3.435694 0.161 0.149 0.086
C 3.814332 -1.893983 2.324631 0.177 0.015 0.451
N 3.232807 -0.744327 1.603059 -0.028 -0.763 -0.478
C 2.202145 -1.185403 0.629543 -0.501 -0.422 -0.001
C 1.125388 -0.114389 0.293168 0.213 0.245 0.704
N -0.289319 -0.416017 0.717220 0.063 0.059 -0.432
C -1.275867 0.224389 -0.094383 -0.793 0.731 0.470
N -1.521662 1.557749 0.116127 -1.700 -2.674 1.423
Cl -3.114732 2.167861 0.085761 -0.029 -0.063 -0.514
N -1.936663 -0.423055 -1.025836 0.424 -0.760 1.770
P -2.039401 -2.153033 -1.562399 0.464 1.526 1.256
C -2.017226 -2.974775 0.072572 0.095 -0.206 1.279
C -0.412515 -2.430341 -2.348743 -0.384 -0.980 -0.508
C 0.333836 -3.692877 -1.879700 0.266 -0.044 -0.101
C 4.163779 0.235403 1.151933 -0.593 0.232 0.536
C 3.800997 0.696763 -0.211512 0.765 0.607 -1.018
O 5.054019 0.668609 1.846265 -0.255 -0.640 -0.301
H 3.461545 -2.860868 4.273455 -0.235 0.181 -0.395
H 2.284320 -1.593184 3.836352 0.240 -0.298 -0.070
H 2.200642 -3.228174 3.086603 0.155 0.275 0.003
H 4.052582 -2.708407 1.609849 -0.088 0.342 0.245
H 4.772875 -1.555426 2.754476 -0.543 -0.065 -0.134
H 1.717254 -2.076811 1.067435 0.102 0.390 -0.177
H 2.651073 -1.515994 -0.329037 -0.084 -0.070 0.472
H 1.420896 0.810012 0.818448 -0.460 -0.214 -0.369
H 1.088918 0.094070 -0.789543 -0.202 -0.033 1.138
H -0.365873 -0.036140 1.663944 0.173 0.567 -0.890
H -1.004532 1.995726 0.867405 0.703 0.437 -0.557
H -2.576853 0.168775 -1.567603 0.101 0.430 -0.299
H -1.035706 -3.355324 0.396693 -0.187 -0.095 -0.178
H -2.765954 -3.779268 0.011475 0.452 0.172 0.291
H -2.356854 -2.251626 0.838926 -0.136 -0.121 -0.302
H -0.676664 -2.539723 -3.419302 0.322 0.075 0.458
H 0.209615 -1.531354 -2.280909 -0.859 -0.591 0.230
H -0.255858 -4.608521 -2.059452 0.200 0.373 0.175
H 1.266279 -3.802322 -2.469058 -0.465 0.104 0.291
H 0.622613 -3.654543 -0.814053 -0.124 -0.017 -0.471
H 2.725059 0.828447 -0.273734 0.835 0.559 -0.346
H 4.316633 1.617814 -0.519268 -0.137 -0.362 0.339
H 4.052396 -0.096611 -0.939333 0.050 0.348 0.281
C 1.340038 1.081038 -3.418849 0.159 0.414 0.693
Cl -0.358539 1.120218 -3.003531 -0.507 0.650 -0.840
Cl 2.148188 2.430114 -2.609711 0.038 -0.019 -0.371
Cl 1.888447 -0.428818 -2.659357 1.971 -0.210 -1.459
Cl 1.668763 1.083240 -5.130715 -0.177 -0.054 0.074
C 0.727570 3.985134 0.274996 1.953 1.309 1.340
O 0.264241 2.797517 -0.076681 0.294 -1.253 -0.416
H 0.012101 4.823685 0.223788 0.080 0.024 -0.134
H 1.200095 3.968006 1.294805 -0.525 0.309 -0.076
H 1.632425 4.284347 -0.316216 -0.480 0.169 -0.385
Ca -1.224644 -0.619833 3.639312 -0.217 -0.409 0.185
N -3.290710 -0.382719 -3.564298 -3.238 2.493 -2.082
O -3.965331 -0.676753 -4.542936 1.071 -0.341 1.015
O -2.502593 -1.215002 -3.054619 1.080 -1.793 -2.479
O -3.369590 0.757329 -3.053375 0.448 -0.648 0.647
C -5.988632 -5.760002 0.290982 0.012 0.060 -0.030
Cl -5.401501 -5.605836 1.953615 0.009 -0.004 0.033
Cl -5.636492 -7.378264 -0.305670 0.058 -0.078 0.000
Cl -7.716696 -5.459969 0.238870 -0.049 0.000 0.009
Cl -5.152973 -4.570675 -0.727939 -0.099 0.000 -0.080
C 4.257501 6.826325 -0.559012 -0.178 0.098 -0.175
C 2.870977 7.197192 -0.329161 -1.927 0.455 0.710
N 1.776547 7.466582 -0.031026 1.789 -0.436 -0.600
H 4.819947 7.668618 -0.958641 -0.028 -0.014 0.004
H 4.703902 6.519002 0.384754 0.355 -0.186 0.022
H 4.317126 5.995379 -1.261020 0.017 0.020 0.040
O 6.551671 5.858133 1.157728 -1.003 -0.922 -1.121
H 6.936506 4.980383 1.061203 -0.359 -0.189 -0.321
K 7.890779 6.749354 2.565915 1.294 1.148 1.490
C -9.249767 -9.342098 -1.823961 -0.057 -0.040 -0.041
O -7.974864 -9.837221 -2.202195 0.073 0.064 0.063
H -9.983696 -9.931637 -2.368828 -0.026 0.023 0.019
H -9.438675 -9.459492 -0.753225 0.021 -0.014 0.007
H -9.381959 -8.290720 -2.094977 0.021 0.006 -0.013
H -7.303018 -9.332882 -1.734966 -0.041 -0.017 -0.030
C 0.932601 8.017425 3.333928 0.012 -0.016 -0.061
C 1.704411 8.673303 4.381865 1.044 0.881 1.491
N 2.320777 9.185069 5.226884 -1.035 -0.896 -1.468
H 1.480838 8.030473 2.392420 -0.045 -0.018 -0.007
H 0.741501 6.982569 3.616471 0.006 0.021 -0.028
H -0.018897 8.527261 3.190219 0.031 0.013 0.017
```
Positions in Å, forces in eV/Å.

Its multiplicity is 1. Its charge is +1. The highest occupied orbital energy comes out at -9.53 eV. The energy above the lowest of the compared OMol25 structures with the same formula, charge and spin is 0.0 kJ/mol. Its total energy is -200760.34581 eV.